(1)
Entry from OMol25: a 2-piece molecular cluster, C4H8N2 overall (the ωB97M-V functional and the def2-TZVPD basis).

Geometry (Å):
C  2.050  0.105  -0.116
C  -0.628  1.233  -0.656
C  -0.246  -1.352  -0.398
C  -0.193  -0.009  0.120
N  3.201  0.175  -0.136
N  -0.600  0.057  1.398
H  0.189  1.922  -0.453
H  -0.690  1.119  -1.769
H  -1.510  1.529  -0.233
H  0.121  -1.377  -1.546
H  -1.148  -1.763  -0.207
H  0.558  -1.914  0.190
H  -0.516  -0.762  1.968
H  -0.587  1.038  1.839

Computed properties:
multiplicity	3
relative energy (zero: lowest compared OMol25 entry of this formula, charge and spin)	47.27	kcal per mole

***

(2)
Entry from OMol25: a 8-piece molecular cluster, C58H80I2N11O2 overall (the ωB97M-V functional and the def2-TZVPD basis).

Geometry (Å):
C  3.019  -1.215  -0.762
C  1.977  -0.100  -0.785
C  0.557  -0.694  -0.551
C  -0.364  0.266  0.241
C  -1.285  -0.423  1.262
C  -1.946  -1.707  0.740
C  -2.902  -1.448  -0.444
N  -4.283  -1.312  0.006
C  -5.184  -0.666  -0.991
C  -5.446  0.825  -0.591
C  -6.933  1.142  -0.234
C  -4.832  -2.490  0.480
N  -4.484  -3.680  -0.194
C  -3.560  -4.605  0.511
C  -2.284  -4.937  -0.299
C  -1.189  -5.328  0.724
C  0.204  -5.191  0.137
O  0.604  -5.821  -0.760
O  1.005  -4.233  0.722
C  1.695  -4.747  1.889
C  1.360  -3.879  3.113
N  -5.676  -2.429  1.459
C  -6.016  -1.115  2.037
C  -5.865  -1.027  3.549
C  -4.526  -1.257  4.242
N  -6.885  -0.710  4.192
C  -6.371  -3.640  1.972
I  -8.438  -3.221  2.403
C  -5.662  -4.321  3.231
C  -5.446  -5.846  3.028
I  -7.015  -4.235  4.949
H  3.147  -1.599  0.258
H  4.006  -0.886  -1.075
H  2.742  -2.068  -1.388
H  2.059  0.409  -1.746
H  2.157  0.641  -0.001
H  0.126  -0.807  -1.550
H  0.712  -1.652  -0.053
H  -1.009  0.778  -0.485
H  0.235  1.060  0.690
H  -0.668  -0.714  2.120
H  -2.023  0.310  1.609
H  -2.507  -2.131  1.584
H  -1.142  -2.384  0.467
H  -2.750  -2.130  -1.286
H  -2.613  -0.463  -0.820
H  -6.134  -1.193  -1.111
H  -4.723  -0.648  -1.979
H  -5.039  1.506  -1.336
H  -4.858  1.020  0.308
H  -7.009  1.315  0.841
H  -7.556  0.275  -0.457
H  -7.264  2.049  -0.734
H  -5.317  -4.151  -0.529
H  -3.336  -4.299  1.532
H  -4.082  -5.561  0.582
H  -1.934  -4.088  -0.880
H  -2.504  -5.789  -0.938
H  -1.246  -4.638  1.569
H  -1.317  -6.348  1.092
H  1.400  -5.786  2.041
H  2.762  -4.655  1.703
H  0.458  -3.288  2.934
H  1.152  -4.483  3.997
H  2.154  -3.163  3.320
H  -5.337  -0.350  1.662
H  -7.007  -0.796  1.723
H  -3.665  -1.244  3.574
H  -4.599  -2.198  4.792
H  -4.434  -0.487  5.007
H  -6.682  -0.635  5.191
H  -6.445  -4.408  1.215
H  -4.700  -3.883  3.485
H  -5.533  -6.328  3.999
H  -6.209  -6.289  2.385
H  -4.434  -6.067  2.700
N  6.210  -0.720  0.115
C  7.376  -0.600  -0.521
C  8.554  -0.208  0.097
C  8.518  0.081  1.451
C  7.317  -0.035  2.131
C  6.199  -0.441  1.418
H  7.353  -0.832  -1.581
H  9.473  -0.130  -0.469
H  9.415  0.392  1.973
H  7.250  0.182  3.188
H  5.235  -0.551  1.907
N  4.223  3.643  0.574
C  5.195  2.741  0.439
C  6.376  2.976  -0.248
C  6.556  4.219  -0.834
C  5.556  5.170  -0.710
C  4.418  4.831  0.003
H  5.007  1.783  0.908
H  7.131  2.206  -0.323
H  7.463  4.442  -1.382
H  5.656  6.150  -1.156
H  3.609  5.543  0.131
N  3.337  -0.102  -3.836
C  4.005  -0.993  -4.567
C  4.053  -0.974  -5.953
C  3.364  0.026  -6.619
C  2.661  0.962  -5.878
C  2.682  0.853  -4.496
H  4.527  -1.760  -4.003
H  4.614  -1.723  -6.494
H  3.375  0.075  -7.700
H  2.110  1.758  -6.360
H  2.148  1.566  -3.876
N  0.354  5.526  -3.283
C  1.010  4.907  -2.301
C  0.802  5.161  -0.955
C  -0.139  6.115  -0.604
C  -0.831  6.772  -1.609
C  -0.549  6.441  -2.925
H  1.739  4.169  -2.620
H  1.364  4.623  -0.202
H  -0.330  6.344  0.437
H  -1.573  7.525  -1.378
H  -1.068  6.928  -3.744
N  -10.893  2.047  0.862
C  -9.900  1.693  1.677
C  -9.878  0.507  2.397
C  -10.954  -0.356  2.263
C  -11.997  -0.008  1.423
C  -11.916  1.201  0.747
H  -9.083  2.404  1.752
H  -9.043  0.268  3.045
H  -10.978  -1.293  2.809
H  -12.853  -0.656  1.293
H  -12.707  1.516  0.076
N  10.358  -1.132  4.474
C  11.479  -0.559  4.913
C  12.702  -1.209  4.979
C  12.765  -2.531  4.570
C  11.612  -3.145  4.113
C  10.441  -2.404  4.084
H  11.382  0.475  5.225
H  13.580  -0.692  5.341
H  13.701  -3.074  4.607
H  11.619  -4.176  3.785
H  9.514  -2.844  3.730
N  0.990  6.911  -8.424
C  0.696  6.369  -7.242
C  1.105  6.894  -6.025
C  1.869  8.051  -6.040
C  2.188  8.630  -7.258
C  1.724  8.023  -8.415
H  0.099  5.464  -7.282
H  0.832  6.408  -5.092
H  2.212  8.495  -5.113
H  2.783  9.532  -7.311
H  1.946  8.442  -9.390

Computed properties:
charge	+1
DFT total energy	-98120.9750	eV